[1]
The following is a DFT calculation (ωB97M-V with the def2-TZVPD basis set) of a structure of composition C24H55ClCsFGaKLiN5O8P2 in a non-equilibrium geometry.

The electronic energy comes out at -152874.391 eV. The calculation puts the HOMO-LUMO gap at 4.76 eV. The HOMO energy is -6.73 eV.

Each line ends with the Mulliken charge.
Positions of all 100 atoms, in Å:
H (1.04754, 2.93454, 4.78634)  0.448
H (5.67422, 2.42605, 6.14621)  0.373
H (5.35777, 2.41315, 1.30668)  0.180
O (4.57498, -0.45227, 3.13409)  -0.825
C (3.18891, -1.95625, -2.72708)  -0.637
H (4.83603, -0.92129, 5.59674)  0.319
C (-4.02792, 0.62506, 0.01405)  -1.038
C (-10.58464, 2.97900, 2.00200)  -0.394
H (1.83393, 0.88881, 6.27910)  0.337
H (3.78470, 3.21709, 1.15897)  -0.430
H (2.74567, -1.22543, -3.38361)  0.338
F (-11.72139, 4.98450, 1.57192)  -0.309
C (-10.58230, 4.27476, 1.52892)  0.286
H (-7.33806, 2.24852, 1.41185)  0.713
K (-5.61008, 1.47728, -3.22535)  0.960
O (-4.93641, 1.50602, -0.66210)  -0.355
C (-3.36552, -0.42785, -0.89284)  0.762
H (5.89374, -2.41048, -3.02441)  -0.001
H (3.39995, 1.88535, 0.24152)  0.854
C (6.68219, -5.20408, -1.37322)  0.624
C (2.09200, -2.33844, -1.73800)  -0.193
Cl (1.86093, 3.11920, -0.84983)  -0.791
H (4.79589, 3.36280, 2.69308)  0.301
N (2.21864, 1.31088, 4.23255)  0.060
H (6.31974, -0.08581, 5.13840)  0.317
H (3.02596, 0.24774, 0.70931)  0.322
C (2.95341, 1.29886, 1.01181)  -1.730
H (-9.39625, 1.22880, 2.31305)  0.361
H (-6.94571, 1.80982, -0.91501)  0.533
H (-3.58567, 0.70668, -2.54732)  -0.021
H (1.89986, -1.45228, -1.14887)  -0.255
H (4.52504, -0.32043, -2.51920)  0.439
H (5.53711, -4.93791, -3.08054)  0.205
Ga (0.31268, -2.78490, -2.59180)  -0.151
C (4.46750, 2.71209, 1.87753)  -0.430
H (4.91620, -3.76233, -1.01225)  0.399
O (-7.82786, 5.62062, -5.68798)  -0.486
C (5.20577, 2.36656, 5.16560)  -1.018
O (6.61124, -4.42481, -5.81362)  -0.642
Cs (-4.77227, -3.47023, -2.91755)  0.949
H (7.27263, -5.11650, -5.89996)  0.314
H (1.69802, -0.49588, 5.18812)  0.346
H (-2.14650, 0.86842, -1.88573)  0.351
H (-6.55522, 0.33546, -0.00772)  0.328
N (3.59163, 1.66531, 2.26464)  0.630
O (-7.78020, 3.36139, -5.48575)  -0.689
H (-0.77554, -5.52121, -3.58212)  0.004
C (-6.24402, 0.97052, -0.83622)  -1.528
C (4.35562, -1.25667, -2.00329)  -0.140
C (6.23701, -5.67844, -2.72104)  -0.589
O (6.75338, -5.93573, -0.43961)  -0.553
H (3.52582, -2.80109, -3.31213)  0.315
C (-4.28307, -1.57858, -1.24982)  -2.521
C (-7.12020, 4.41082, -5.49079)  0.695
H (-4.51640, 0.16541, 0.87991)  0.455
H (5.52027, 0.26897, 6.69080)  0.376
H (1.90225, 1.54968, 1.08868)  0.339
H (6.85821, -3.95841, -5.00966)  0.319
C (5.76543, -3.09496, -1.01454)  -0.520
H (-3.70488, -2.40673, -1.65006)  1.014
H (-7.36850, 4.57910, 0.58280)  0.394
C (-8.27036, 4.13009, 0.97581)  -0.536
O (-5.88391, 4.55765, -5.32384)  -0.731
O (6.95680, -3.88784, -1.31018)  -0.346
H (-4.82225, -1.95035, -0.37094)  0.708
C (-8.25402, 2.82259, 1.44272)  -0.499
H (7.06560, -5.74626, -3.40166)  0.136
C (1.74193, 2.64848, 3.99634)  -0.802
H (2.54391, 3.39167, 3.99623)  0.240
N (4.54068, 1.08882, 5.02566)  0.169
H (-0.91551, -2.01044, -1.84746)  -0.159
H (0.43154, 0.70992, 5.20000)  0.442
C (1.51158, 0.57403, 5.27888)  -1.137
P (-0.23972, -5.08846, -2.33194)  0.146
C (-9.44579, 4.86274, 1.01355)  -0.368
N (-1.31685, -5.27938, -1.12801)  -0.686
H (5.70269, -6.60258, -2.60832)  0.336
H (1.20154, 2.73220, 3.04263)  0.132
H (-11.49538, 2.55523, 2.40169)  0.417
C (5.35023, 0.03422, 5.63643)  -1.068
H (4.50208, 3.20425, 5.13008)  0.230
C (5.66426, -2.00781, -2.04785)  -0.478
H (2.39390, -3.12405, -1.05356)  0.460
C (-9.40943, 2.24821, 1.95230)  -0.497
H (5.99558, 2.51281, 4.41467)  0.339
N (-2.84168, 0.16797, -2.13145)  -0.445
P (3.63751, 0.60448, 3.61283)  0.646
H (4.07746, -0.97304, -1.00115)  -0.172
H (-3.24197, 1.26919, 0.40544)  0.403
H (6.46134, -1.30547, -1.83899)  0.325
H (-7.07787, 6.22720, -5.63772)  0.305
Li (2.48909, 4.36242, 0.33832)  0.829
H (-6.29493, 0.40786, -1.76933)  0.708
H (0.94172, -5.79914, -2.04094)  0.023
H (-9.48620, 5.87935, 0.64832)  0.421
H (-0.89369, -5.89522, -0.44989)  0.151
H (0.23901, -2.31362, -4.12960)  -0.262
H (-2.52516, -0.85306, -0.34054)  0.639
H (-5.02588, -1.30800, -2.01272)  0.003
H (5.93885, -2.64694, -0.05146)  0.262

***

[2]
The following is a DFT calculation (ωB97M-V with the def2-TZVPD basis set) of a structure of composition C44H65BCuN7OTe.

The electronic energy comes out at -111774.312 eV. The calculation puts the HOMO-LUMO gap at 7.72 eV. The HOMO energy is -7.37 eV.

Each line ends with the Mulliken charge.
Positions of all 120 atoms, in Å:
Cu (-0.18702, 0.03272, -0.38587)  1.119
C (-0.04232, 4.29708, 0.71387)  -1.411
C (-5.53998, -7.74448, -1.93598)  -1.658
H (4.54216, 0.45285, -0.84125)  0.376
H (-3.16595, -3.09577, -4.35126)  0.257
C (-0.00939, 3.36488, -0.34108)  -0.458
H (0.08461, -0.55597, -2.71931)  -0.170
C (-3.12180, -0.34817, 1.16054)  -0.163
C (2.37401, -0.03932, 2.89132)  0.199
H (1.75625, -5.77865, -4.79174)  0.406
H (-5.96772, -7.89801, -2.92574)  0.369
C (2.57688, -1.27628, -1.60623)  -2.005
N (-1.24641, 0.11514, 2.11398)  1.561
H (-3.90217, -1.59731, 2.85372)  0.562
C (0.39362, -4.60754, -3.64150)  0.673
H (3.34984, -0.00966, 4.77031)  0.426
H (1.10041, -3.92739, 1.92908)  0.589
H (5.28888, -1.02132, -1.48355)  0.470
H (4.32737, -3.27038, -0.95160)  0.478
C (-1.36015, -1.02471, 4.32302)  -1.554
H (-3.04693, -0.00020, -1.60355)  -0.143
N (-0.71804, -2.27902, -0.31201)  0.363
H (-0.05785, 5.37298, 0.65352)  0.559
C (2.42912, 0.36617, 4.32702)  -1.378
C (-2.79348, -4.44107, -1.87735)  0.617
H (1.17247, 5.46545, -1.61257)  0.395
H (0.58586, -6.62504, -2.97916)  0.527
C (-1.91405, -0.66659, 2.98515)  0.131
H (-1.02612, -6.21675, -3.55826)  0.264
H (3.42439, -4.94507, -6.26481)  0.379
C (-4.59421, -6.57562, -1.92425)  0.457
N (-0.00416, 2.13653, 0.14727)  0.677
H (-5.18332, -2.09065, 0.73701)  0.271
C (-4.88356, -1.54753, -0.16169)  -2.096
H (-5.70924, 0.16403, 1.79595)  0.354
H (-3.42346, 1.52824, -0.81883)  0.412
C (0.50554, -2.20507, -4.06172)  0.518
H (-0.38540, -1.50926, 4.23400)  0.157
H (-0.80468, 1.72036, -2.41926)  -0.029
C (0.06192, 2.35461, -2.62565)  -1.489
C (3.33267, -0.67850, 2.13527)  -0.939
H (3.86959, -3.23887, -6.15342)  0.375
N (1.31756, 0.19710, 2.08760)  0.799
C (-4.23668, -5.92531, -3.09550)  -0.911
C (3.46041, -1.37341, -0.37003)  2.947
C (-0.04144, -3.30586, -3.38358)  0.958
H (-0.96951, 3.58396, 3.80735)  0.274
C (-4.06324, -6.10746, -0.73093)  -0.992
H (-5.02344, -8.66122, -1.64602)  0.315
N (-0.03710, 2.24152, 1.50148)  0.172
C (3.03809, -3.92773, -6.30669)  -1.632
H (1.20524, 4.76252, -3.23499)  0.443
H (-4.94243, 1.62994, 1.17619)  0.366
H (4.30072, -1.01013, 2.47324)  0.579
H (2.34925, -0.23109, -1.83312)  -0.040
C (-5.34823, 0.65762, 0.89201)  -2.008
H (0.96705, 1.79326, -2.38196)  0.023
H (1.58532, -0.02875, 4.89329)  0.212
H (2.41623, 1.45183, 4.43438)  0.187
C (0.07583, -0.78388, -3.79110)  -1.627
H (2.65237, -3.75525, -7.31344)  0.313
C (-3.04174, -4.18149, -4.40863)  -1.721
C (-3.16819, -5.04351, -0.67036)  1.238
C (-0.17009, -5.84032, -2.99096)  -1.548
H (5.41948, -0.63423, 0.23889)  0.380
C (-1.30186, 4.39363, -2.18567)  -1.739
H (-1.32271, 4.62266, -3.25414)  0.450
H (3.09058, -1.70921, -2.46801)  0.912
C (1.50304, -2.42829, -4.99815)  -0.896
H (0.76356, -0.08579, -4.26574)  0.526
H (4.41766, -2.95455, 0.78666)  0.375
C (-3.82642, 0.54630, -1.06960)  -1.707
C (-3.12177, -1.00152, 2.40743)  -0.869
H (1.94310, -1.57830, -5.50896)  0.450
H (-3.71922, -4.53995, -5.18146)  0.545
C (-0.05926, 3.53987, 1.86484)  0.643
H (-2.63773, -3.53820, 0.80504)  -0.422
H (-0.51815, -3.24501, 2.23106)  0.309
C (0.02341, -3.30209, 0.19463)  -0.346
O (0.29812, -4.34159, -0.40622)  -0.585
H (-0.15064, 5.07479, 3.32389)  0.370
C (-3.35238, -4.85302, -3.09415)  0.184
H (0.78708, 3.66721, 3.83572)  0.200
C (1.39872, -4.77380, -4.59395)  -0.924
C (-2.67846, -4.62137, 0.68815)  -0.840
H (-4.35854, -6.57988, 0.20012)  0.443
H (-0.47899, -5.65492, -1.96723)  0.121
H (-4.18619, -2.18159, -0.71198)  0.314
H (-3.34298, -5.02064, 1.45348)  0.488
H (-1.67744, -5.01612, 0.86993)  0.276
H (-4.66390, -6.24834, -4.03850)  0.337
H (0.07211, 2.58028, -3.69510)  0.586
H (-2.17614, 3.78571, -1.94444)  0.199
H (-5.76982, -1.41335, -0.78675)  0.499
H (0.81960, -2.16274, 1.86224)  -0.109
C (-4.27260, -0.19030, 0.19344)  2.798
H (-6.19845, 0.81710, 0.22379)  0.466
C (-0.01041, 3.64953, -1.82304)  2.808
H (0.03468, 1.29972, 3.54471)  -0.125
H (2.87888, -3.43053, 0.04935)  0.168
N (-1.97786, 0.29497, 0.98220)  -0.570
C (-0.10003, 3.98773, 3.28792)  -1.458
C (2.78573, -0.78044, 0.84390)  -0.573
C (1.19850, 4.52668, -2.16800)  -1.926
H (-2.03837, -1.70595, 4.83468)  0.428
C (0.40207, -3.14215, 1.64929)  -0.907
H (-0.92936, -0.57315, -4.16398)  0.516
C (3.78982, -2.84655, -0.09947)  -1.878
H (2.13020, 4.01464, -1.92020)  0.334
H (-6.35734, -7.59286, -1.22994)  0.379
B (0.01765, 0.97933, 2.38769)  -0.767
C (1.96117, -3.71002, -5.27994)  0.546
H (-2.02024, -4.37540, -4.74145)  0.300
Te (-1.56387, -2.71513, -2.03307)  0.628
C (4.75803, -0.59621, -0.62815)  -2.070
H (-4.67759, 0.67456, -1.74304)  0.476
H (-1.38123, 5.33145, -1.63366)  0.388
N (1.56199, -0.26443, 0.83619)  0.706
H (-1.22806, -0.13682, 4.94420)  0.342
H (1.64112, -1.81786, -1.46667)  0.026

***

[3]
The following is a DFT calculation (ωB97M-V with the def2-TZVPD basis set) of a cluster of 3 separate species, C5H15NO2 in total in a non-equilibrium geometry.

The electronic energy comes out at -11011.687 eV. The spin multiplicity is 2. The relative energy (zero: lowest compared OMol25 entry of this formula, charge and spin) is 18.37 kcal per mole. The calculation puts the HOMO-LUMO gap (spin up / spin down) at 3.55 / 7.36 eV. The HOMO energy (spin up / spin down) is 0.09 / -3.73 eV. Its total charge is -1.

Each line ends with the Mulliken spin population.
Positions of all 23 atoms, in Å:
N (-0.03555, 1.33642, 0.89621)  0.269
H (-2.06382, 0.71625, -0.25934)  -0.001
H (-0.65623, 0.97869, -2.27455)  0.009
C (0.34120, 2.57250, 0.50088)  0.560
H (1.82109, 0.81197, 1.61830)  -0.066
H (-1.13228, -1.44778, 0.63438)  -0.011
C (-0.13471, -1.89832, 0.59075)  0.003
H (-0.38008, -2.46835, -1.47944)  -0.001
H (1.57933, -1.39665, 1.89340)  -0.005
C (0.35765, -1.98161, -0.85058)  0.020
H (1.30506, -2.53097, -0.83923)  0.000
C (1.05227, 0.40467, 0.92824)  0.154
H (0.17347, -0.70307, 2.47083)  0.000
O (-2.30207, 0.28532, -1.09976)  0.008
H (-2.74644, -0.49474, -0.74131)  0.005
H (1.52551, 0.27844, -0.05316)  -0.014
H (-0.50294, 2.35195, -1.69851)  0.001
H (-0.44120, 3.27918, 0.61029)  0.018
H (-0.15847, -2.81873, 1.17025)  0.003
O (-0.10470, 1.76478, -2.35814)  0.050
C (0.66243, -0.95546, 1.52491)  0.001
H (1.22824, 2.88107, -0.04936)  -0.010
H (0.61226, -0.96555, -1.13505)  0.008